# C5H6O2

A structure of composition C5H6O2 (ωB97M-V/def2-TZVPD, the Open Molecules 2025 dataset).

Geometry as ORCA input:
```
! wB97M-V def2-TZVPD RIJCOSX def2/J DEFGRID3
* xyz 0 1
O -0.741 -2.431 0.512
C -0.867 -1.331 0.988
C -1.005 -0.068 0.163
O -0.485 1.062 0.897
C 0.441 1.317 -0.161
C 1.365 0.162 -0.360
C -0.011 0.139 -0.971
H -0.863 -1.157 2.084
H -2.052 0.095 -0.125
H 0.649 2.352 -0.408
H 2.176 0.309 -1.066
H 1.600 -0.493 0.477
H -0.207 0.044 -2.032
*
```

Properties
HOMO-LUMO gap ... 0.3904 Ha
E_LUMO ... 0.95 eV
E_tot ... -9374.4096 eV
Energy relative to the best compared isomer or geometry (same formula, charge and spin) ... 61.9 kcal/mol
Strongest force on any atom ... 0.0092 hartree/bohr
E_HOMO ... -9.672 eV



# C16H47O9

A cluster of 7 separate species, C16H47O9 in total (ωB97M-V/def2-TZVPD, the Open Molecules 2025 dataset).

Geometry as ORCA input:
```
! wB97M-V def2-TZVPD RIJCOSX def2/J DEFGRID3
* xyz 1 1
O 0.055 0.075 0.097
H 0.829 0.768 -0.113
H -0.794 0.172 -0.277
H 0.446 -0.876 -0.138
C 2.827 -1.955 -0.573
C 3.101 -3.117 0.247
O 4.440 -3.180 0.542
O 1.448 -1.952 -0.881
H 3.441 -2.138 -1.637
H 3.102 -1.037 -0.045
H 2.813 -3.894 -0.256
H 2.344 -2.950 1.178
H 4.744 -3.905 1.128
H 1.341 -2.941 -0.882
C 0.329 0.162 -3.456
C 1.716 0.861 -3.513
O 2.461 0.154 -4.529
O -0.415 1.064 -2.651
H 0.098 -0.794 -2.785
H -0.332 0.209 -4.311
H 2.296 0.731 -2.553
H 1.622 1.969 -3.926
H 2.430 0.759 -5.163
H -0.650 1.843 -3.036
C 0.764 3.635 0.971
C 2.179 3.095 0.563
C 3.151 3.164 1.747
O 2.100 1.897 -0.110
H 0.104 3.678 0.037
H 0.675 4.568 1.450
H 0.106 3.034 1.460
H 2.442 3.692 -0.169
H 2.780 2.620 2.653
H 3.379 4.246 1.928
H 3.689 2.417 1.479
H 3.031 1.758 -0.301
C 2.149 -0.578 3.078
C 1.050 -1.434 3.501
C -0.250 -0.664 4.057
O 0.533 -2.233 2.420
H 2.987 -0.919 2.732
H 2.432 0.267 3.673
H 1.723 -0.007 2.287
H 1.347 -2.147 4.183
H 0.037 -0.051 5.018
H -1.232 -1.171 4.324
H -0.609 -0.002 3.330
H 0.136 -3.070 2.762
C -2.585 -2.023 -3.397
C -2.778 -1.775 -1.967
C -3.812 -2.581 -1.270
O -1.545 -1.896 -1.300
H -2.359 -3.134 -3.673
H -1.731 -1.542 -3.763
H -3.383 -1.540 -4.134
H -2.985 -0.593 -1.946
H -3.845 -2.082 -0.170
H -3.607 -3.637 -1.079
H -4.873 -2.505 -1.790
H -1.350 -2.724 -1.520
C -2.864 0.681 1.842
C -3.464 1.308 0.585
C -3.921 2.814 0.773
O -2.437 1.424 -0.396
H -2.061 1.273 2.242
H -2.498 -0.308 1.580
H -3.378 0.594 2.561
H -4.254 0.635 0.301
H -2.920 3.423 0.865
H -4.701 3.087 1.599
H -4.177 3.425 -0.137
H -2.868 1.849 -1.348
*
```

Properties
HOMO-LUMO gap ... 0.3852 Ha
E_LUMO ... -2.03 eV
E_tot ... -35765.2168 eV
Energy relative to the best compared isomer or geometry (same formula, charge and spin) ... 6.0 kcal/mol
Strongest force on any atom ... 0.2447 hartree/bohr
E_HOMO ... -12.507 eV



# C32H96O16

A cluster of 16 separate species, C32H96O16 in total (ωB97M-V/def2-TZVPD, the Open Molecules 2025 dataset).

Geometry as ORCA input:
```
! wB97M-V def2-TZVPD RIJCOSX def2/J DEFGRID3
* xyz -1 2
C -3.298 -4.639 -0.977
C -3.593 -3.297 -0.332
O -2.395 -2.660 0.074
H -2.794 -4.616 -1.943
H -4.241 -5.138 -1.199
H -2.727 -5.294 -0.318
H -4.322 -3.397 0.472
H -4.116 -2.630 -1.018
H -1.734 -2.681 -0.622
C -0.528 -4.429 2.789
C 0.955 -4.118 2.469
O 1.491 -5.186 1.696
H -1.165 -4.557 1.914
H -0.926 -3.625 3.408
H -0.616 -5.365 3.339
H 1.533 -3.973 3.382
H 1.091 -3.140 2.008
H 2.397 -4.923 1.519
C 0.185 4.424 2.967
C -0.417 3.336 2.136
O -1.730 3.686 1.665
H -0.412 4.614 3.859
H 0.304 5.342 2.392
H 1.188 4.140 3.288
H -0.487 2.407 2.701
H 0.179 3.207 1.232
H -1.664 4.380 1.005
C -3.725 -0.909 -3.777
C -2.794 0.298 -3.851
O -2.968 0.932 -5.078
H -3.581 -1.432 -4.723
H -4.765 -0.598 -3.676
H -3.365 -1.450 -2.902
H -1.747 0.046 -3.683
H -2.972 1.001 -3.037
H -2.316 1.620 -5.228
C 0.127 0.078 0.681
C -0.211 0.521 -0.734
O 0.552 -0.125 -1.657
H -0.526 0.483 1.454
H 1.122 0.266 1.085
H 0.075 -1.009 0.740
H -0.030 1.593 -0.814
H -1.271 0.369 -0.937
H 1.480 0.084 -1.521
C 4.144 3.603 -0.348
C 3.370 3.174 0.912
O 3.575 1.838 1.080
H 3.888 4.610 -0.675
H 3.888 2.888 -1.130
H 5.217 3.570 -0.161
H 2.319 3.459 0.866
H 3.739 3.703 1.791
H 2.978 1.517 1.759
C -3.958 -3.030 3.585
C -3.504 -1.606 3.188
O -2.206 -1.682 2.669
H -5.018 -3.204 3.771
H -3.447 -3.429 4.461
H -3.805 -3.661 2.710
H -3.440 -0.964 4.066
H -4.264 -1.125 2.572
H -2.333 -2.039 1.787
C -3.929 1.357 0.321
C -5.429 1.236 0.188
O -5.845 0.087 0.857
H -3.618 1.637 1.328
H -3.487 2.069 -0.375
H -3.426 0.404 0.158
H -5.787 1.145 -0.838
H -5.879 2.106 0.666
H -6.105 -0.565 0.202
C 0.751 -3.957 -1.421
C 0.080 -3.495 -2.691
O -0.773 -2.435 -2.295
H 1.476 -4.747 -1.619
H 0.082 -4.316 -0.640
H 1.237 -3.109 -0.939
H -0.533 -4.287 -3.123
H 0.777 -3.123 -3.441
H -0.255 -1.642 -2.142
C 3.662 -1.014 -3.248
C 4.134 -0.421 -1.915
O 3.113 0.283 -1.301
H 3.467 -0.237 -3.987
H 2.812 -1.678 -3.088
H 4.464 -1.604 -3.692
H 5.027 0.183 -2.075
H 4.343 -1.286 -1.286
H 3.453 0.710 -0.511
C 0.256 -0.059 6.503
C -0.591 -0.775 5.453
O -0.232 -0.471 4.123
H 1.341 -0.094 6.401
H 0.069 -0.541 7.462
H 0.001 0.999 6.559
H -1.648 -0.547 5.592
H -0.529 -1.861 5.516
H -0.739 -1.013 3.514
C 2.860 2.354 4.963
C 3.099 1.106 4.178
O 2.030 0.954 3.278
H 1.851 2.454 5.363
H 3.037 3.248 4.366
H 3.569 2.395 5.790
H 3.088 0.244 4.845
H 4.102 1.090 3.752
H 1.271 0.621 3.763
C 3.672 -1.770 1.484
C 4.727 -2.905 1.175
O 4.277 -4.161 1.512
H 2.772 -1.899 0.882
H 4.054 -0.787 1.207
H 3.391 -1.736 2.537
H 5.666 -2.762 1.710
H 4.950 -2.945 0.108
H 4.969 -4.812 1.378
C 1.486 3.144 -3.331
C 1.874 4.552 -3.770
O 0.765 4.983 -4.528
H 0.765 3.191 -2.516
H 2.343 2.640 -2.885
H 1.164 2.437 -4.095
H 2.752 4.628 -4.412
H 1.914 5.165 -2.869
H 0.961 5.890 -4.775
C 0.627 -1.041 -5.473
C -0.498 -1.860 -6.077
O -0.253 -2.067 -7.443
H 1.491 -1.690 -5.329
H 0.231 -0.790 -4.489
H 0.800 -0.051 -5.895
H -1.379 -1.221 -6.018
H -0.672 -2.829 -5.608
H -1.080 -2.032 -7.929
C -2.013 4.220 -1.732
C -1.480 5.619 -1.462
O -1.455 5.769 -0.076
H -1.370 3.571 -1.138
H -1.933 4.072 -2.809
H -3.064 4.197 -1.444
H -2.087 6.395 -1.929
H -0.474 5.716 -1.870
H -0.929 6.507 0.242
*
```

Properties
HOMO-LUMO gap (spin up / spin down) ... 0.0489 / 0.3264 Ha
E_LUMO (spin up / spin down) ... 1.93 / 1.84 eV
E_tot ... -67496.9690 eV
Energy relative to the best compared isomer or geometry (same formula, charge and spin) ... 0.0 kcal/mol
Strongest force on any atom ... 0.0519 hartree/bohr
⟨S²⟩ ... 0.7504
E_HOMO (spin up / spin down) ... 0.594 / -7.048 eV



# C5H8Cl2

The molecule C5H8Cl2 (ωB97M-V/def2-TZVPD, the Open Molecules 2025 dataset).

Geometry as ORCA input:
```
! wB97M-V def2-TZVPD RIJCOSX def2/J DEFGRID3
* xyz 0 1
C 2.001 1.797 0.369
C 1.423 0.970 -0.512
C 0.793 -0.275 -0.041
Cl 1.488 -0.886 1.432
C -0.941 -0.041 0.163
C -1.402 -1.188 1.066
Cl -1.273 1.425 0.982
H 2.215 2.853 -0.029
H 1.978 1.661 1.384
H 1.095 1.238 -1.473
H 0.795 -1.089 -0.748
H -1.387 0.050 -0.810
H -1.122 -0.940 2.061
H -1.048 -2.189 0.630
H -2.443 -1.038 0.860
*
```

Properties
HOMO-LUMO gap ... 0.3825 Ha
E_LUMO ... 0.86 eV
E_tot ... -30357.9792 eV
Energy relative to the best compared isomer or geometry (same formula, charge and spin) ... 43.9 kcal/mol
Strongest force on any atom ... 0.1004 hartree/bohr
E_HOMO ... -9.550 eV



# C3H6Si

The molecule C3H6Si (ωB97M-V/def2-TZVPD, the Open Molecules 2025 dataset).

Geometry as ORCA input:
```
! wB97M-V def2-TZVPD RIJCOSX def2/J DEFGRID3
* xyz 0 1
C -1.042 0.286 0.480
C -0.352 -0.930 -0.017
Si 1.543 -0.071 0.127
C -0.050 0.431 -0.689
H -2.133 0.495 0.274
H -0.712 0.820 1.360
H -0.870 -1.854 -0.565
H 1.390 0.455 1.467
H 2.616 -0.413 -0.738
H -0.391 0.781 -1.701
*
```

Properties
HOMO-LUMO gap ... 0.3469 Ha
E_LUMO ... 0.83 eV
E_tot ... -11082.0989 eV
Energy relative to the best compared isomer or geometry (same formula, charge and spin) ... 35.7 kcal/mol
Strongest force on any atom ... 0.0940 hartree/bohr
E_HOMO ... -8.611 eV



# C24H43Cl2N4O4SSiTi

A structure of composition C24H43Cl2N4O4SSiTi (ωB97M-V/def2-TZVPD, the Open Molecules 2025 dataset).

Geometry as ORCA input:
```
! wB97M-V def2-TZVPD RIJCOSX def2/J DEFGRID3
* xyz -1 3
C -1.862 -0.326 -4.579
C -1.260 -1.414 -3.758
H -1.209 -0.060 -5.421
H -2.037 0.565 -3.961
H -2.821 -0.648 -5.021
C -0.515 -2.386 -4.302
C -0.057 -2.373 -5.703
H -0.344 -3.313 -3.770
H 0.348 -1.393 -5.966
H -0.852 -2.601 -6.418
H 0.723 -3.115 -5.856
Ti -0.147 0.777 -0.467
Cl -1.946 2.717 -0.716
C -0.289 -1.731 1.448
O 0.491 -1.028 0.743
N 0.128 -2.596 2.375
C 1.545 -2.895 2.527
C -0.768 -3.630 2.887
H -1.383 -1.666 1.341
H 2.154 -1.990 2.461
H 1.875 -3.643 1.792
H 1.635 -3.337 3.523
H -1.820 -3.329 2.782
H -0.521 -3.788 3.944
H -0.602 -4.578 2.347
H 0.929 1.532 4.231
H -1.373 3.743 3.924
C 1.394 2.373 3.702
C -0.387 4.148 3.655
N 0.404 3.144 2.949
H 2.183 1.992 3.042
C 0.238 3.003 1.640
O 0.664 2.015 0.966
H -0.543 5.020 3.004
H -0.284 3.842 1.156
H 1.826 3.038 4.459
H 0.151 4.454 4.554
H 1.313 0.011 -3.885
H 2.292 -2.595 -3.596
C 2.400 0.090 -3.762
C 3.176 -2.143 -3.101
N 2.834 -0.789 -2.675
H 2.665 1.130 -3.568
C 2.530 -0.519 -1.394
O 1.766 0.444 -1.068
H 3.486 -2.744 -2.231
H 3.013 -1.147 -0.620
H 2.889 -0.259 -4.675
H 3.995 -2.077 -3.834
O -1.034 -0.337 -1.582
C -1.630 -1.394 -2.284
C 0.075 -3.088 -1.397
C -1.248 -2.683 -1.558
H 0.888 -2.425 -1.738
C 0.349 -4.324 -0.813
H -2.726 -1.259 -2.211
C -2.295 -3.426 -1.024
H 1.388 -4.656 -0.756
C -0.706 -5.097 -0.323
C -2.028 -4.647 -0.412
H -3.299 -2.991 -1.121
H -0.498 -6.090 0.085
H -2.857 -5.228 -0.003
Si -0.576 4.046 -1.884
Cl 0.038 1.852 -2.628
C 1.182 4.204 -1.209
C -1.704 5.411 -1.075
C -0.850 4.648 -3.644
H 1.639 3.291 -0.792
H 1.210 4.989 -0.439
H 1.833 4.526 -2.038
H -0.018 4.424 -4.330
H -0.947 5.746 -3.605
H -1.780 4.247 -4.078
H -1.596 5.534 0.008
H -2.766 5.217 -1.285
H -1.410 6.356 -1.549
S -2.876 1.566 3.313
C -2.184 1.042 1.989
N -1.602 0.621 1.030
*
```

Properties
HOMO-LUMO gap (spin up / spin down) ... 0.1089 / 0.2791 Ha
E_LUMO (spin up / spin down) ... 2.49 / 2.47 eV
E_tot ... -106613.5301 eV
Energy relative to the best compared isomer or geometry (same formula, charge and spin) ... 9.4 kcal/mol
Strongest force on any atom ... 0.0937 hartree/bohr
⟨S²⟩ ... 2.0101
E_HOMO (spin up / spin down) ... -0.476 / -5.126 eV